Record 1
Entry from OMol25: C6H12N2O as an isolated structure in a non-equilibrium geometry (the ωB97M-V functional and the def2-TZVPD basis).

```
! wB97M-V def2-TZVPD RIJCOSX def2/J DEFGRID3
* xyz 0 1
C -1.671 1.106 -0.968
C -0.676 -0.964 0.891
C -0.548 0.958 0.015
N -0.291 -0.536 2.195
N -0.111 1.950 0.659
O -1.730 -1.459 0.487
H -0.109 -1.331 2.799
H -1.016 0.062 2.580
H 0.609 1.702 1.338
H -1.284 1.433 -1.934
H -2.361 1.854 -0.576
H -2.219 0.179 -1.120
C 2.085 0.020 -0.110
C 0.748 -0.469 -0.566
C 0.409 -0.992 -1.746
H 0.315 -1.496 0.488
H 2.305 0.999 -0.538
H 2.867 -0.679 -0.414
H 2.105 0.120 0.975
H 1.158 -1.083 -2.523
H -0.585 -1.375 -1.931
*
```

Output
Kohn-Sham gap: 0.29550 Eh
Energy relative to the best compared isomer or geometry (same formula, charge and spin): 132.0 kcal/mol
LUMO: 0.27 eV

Record 2
Entry from OMol25: a 2-piece molecular cluster, C3H9BNO2 overall in a non-equilibrium geometry (the ωB97M-V functional and the def2-TZVPD basis).

```
! wB97M-V def2-TZVPD RIJCOSX def2/J DEFGRID3
* xyz 1 1
B 1.306 0.358 -0.498
C -1.355 1.685 0.682
C -1.224 0.364 0.530
C -0.113 -0.266 -0.131
N -0.022 -1.735 0.042
O 2.230 -0.622 -0.717
O 1.474 1.673 -0.550
H -2.207 2.111 1.182
H -0.610 2.362 0.303
H -2.004 -0.295 0.898
H -0.612 -0.188 -2.031
H -0.854 -2.235 -0.290
H 0.828 -2.020 -0.478
H 0.126 -1.964 1.039
H 3.121 -0.382 -0.968
H 2.317 2.058 -0.796
*
```

Output
Kohn-Sham gap (spin up / spin down): 0.30524 / 0.30207 Eh
Energy relative to the best compared isomer or geometry (same formula, charge and spin): 54.8 kcal/mol
LUMO (spin up / spin down): -5.03 / -4.79 eV

Record 3
Entry from OMol25: C12H17BF3IN2O12 as an isolated structure in a non-equilibrium geometry (the ωB97M-V functional and the def2-TZVPD basis).

```
! wB97M-V def2-TZVPD RIJCOSX def2/J DEFGRID3
* xyz 0 1
C -1.923 0.299 1.614
N -1.425 1.706 1.385
C -0.189 1.768 0.518
B -2.511 2.668 0.954
O -2.472 4.040 1.573
N -3.651 2.405 -0.006
I -3.064 1.499 -1.757
C -4.842 1.741 0.645
O -5.410 0.685 0.000
O -5.449 2.216 1.927
H -2.377 0.226 2.716
H -0.975 -0.426 1.636
H -2.734 -0.074 0.857
H -0.364 2.480 -0.423
H 0.774 2.158 1.066
H 0.032 0.693 0.055
H -1.538 4.430 1.455
H -6.416 1.904 1.950
C 4.037 2.409 -2.831
C 3.737 2.722 -1.405
O 2.700 1.824 -1.082
C 2.906 0.741 -1.882
O 2.387 -0.349 -1.707
O 3.772 1.023 -2.903
F 3.265 3.982 -1.276
H 3.381 2.941 -3.528
H 5.076 2.624 -3.095
H 4.582 2.569 -0.725
C 2.722 -3.212 2.344
C 1.496 -2.619 1.738
O 1.759 -1.234 1.751
C 3.114 -1.129 1.657
O 3.702 -0.102 1.364
O 3.734 -2.319 1.924
F 0.413 -2.854 2.512
H 2.687 -3.231 3.439
H 2.917 -4.225 1.982
H 1.299 -2.947 0.712
C -1.783 -1.990 -0.903
C -2.190 -2.662 -2.170
O -1.030 -3.363 -2.558
C -0.385 -3.653 -1.394
O 0.506 -4.480 -1.293
O -0.863 -2.910 -0.350
F -2.478 -1.752 -3.127
H -1.280 -1.032 -1.074
H -2.628 -1.827 -0.229
H -3.024 -3.363 -2.058
*
```

Output
Kohn-Sham gap: 0.29950 Eh
LUMO: -0.91 eV

Record 4
Entry from OMol25: a 2-piece molecular cluster, C33H36BClO4S overall in a non-equilibrium geometry (the ωB97M-V functional and the def2-TZVPD basis).

```
! wB97M-V def2-TZVPD RIJCOSX def2/J DEFGRID3
* xyz 0 1
C 4.465 -3.576 -6.297
C 4.485 -3.378 -4.829
C 5.424 -3.850 -3.934
C 5.117 -3.517 -2.561
C 3.953 -2.802 -2.429
B 3.294 -2.208 -1.058
C 2.234 -3.382 -0.566
C 0.908 -3.292 -0.941
C -0.020 -4.228 -0.453
C 0.417 -5.253 0.402
Cl -0.708 -6.376 1.033
C 1.779 -5.364 0.729
C 2.689 -4.415 0.233
O 4.392 -2.058 -0.141
C 4.222 -0.740 0.335
C 3.264 -0.770 1.512
C 5.579 -0.178 0.729
C 3.518 0.011 -0.928
C 2.666 1.225 -0.565
C 4.557 0.347 -1.989
O 2.647 -0.984 -1.426
S 3.256 -2.469 -3.991
H 5.355 -4.143 -6.580
H 3.573 -4.140 -6.599
H 4.469 -2.612 -6.818
H 6.302 -4.412 -4.254
H 5.750 -3.832 -1.738
H 0.577 -2.499 -1.617
H -1.065 -4.167 -0.734
H 2.118 -6.178 1.360
H 3.751 -4.501 0.477
H 3.202 0.221 1.970
H 2.245 -1.074 1.210
H 3.611 -1.474 2.281
H 5.478 0.859 1.072
H 6.003 -0.773 1.547
H 6.269 -0.211 -0.123
H 3.278 2.001 -0.090
H 2.234 1.638 -1.484
H 1.844 0.947 0.107
H 5.192 1.176 -1.644
H 5.188 -0.526 -2.214
H 4.046 0.650 -2.911
C 5.697 -3.094 7.668
O 5.836 -2.022 6.698
C 4.709 -1.429 6.222
C 4.891 -0.412 5.246
C 3.804 0.067 4.566
C 2.490 -0.469 4.756
C 1.468 -0.130 3.826
C 0.096 -0.509 3.934
C -0.941 0.419 3.614
C -2.265 0.034 3.690
C -2.568 -1.304 4.064
O -3.888 -1.617 3.951
C -4.593 -0.405 3.499
C -3.552 0.707 3.320
C -1.573 -2.236 4.392
C -0.263 -1.837 4.322
C 2.312 -1.324 5.890
C 3.398 -1.828 6.584
H 6.726 -3.382 7.890
H 5.197 -2.728 8.573
H 5.146 -3.945 7.248
H 5.895 -0.052 5.040
H 3.940 0.875 3.844
H 1.683 0.676 3.125
H -0.678 1.449 3.355
H -5.110 -0.650 2.564
H -5.338 -0.164 4.266
H -3.784 1.561 3.964
H -3.532 1.062 2.287
H -1.878 -3.234 4.697
H 0.522 -2.542 4.575
H 1.314 -1.597 6.213
H 3.245 -2.549 7.394
*
```

Output
Kohn-Sham gap: 0.10774 Eh
Energy relative to the best compared isomer or geometry (same formula, charge and spin): 40.4 kcal/mol
LUMO: -3.16 eV

Electronic energy, respectively: -420.3735; -349.5301; -2101.9951; -2463.2275 hartree.